Entry 1:
DFT (the ωB97M-V functional and the def2-TZVPD basis) results for a single C18H20N2O5S molecule.

Output
- ΔE to the lowest compared entry with this formula, charge and spin (kJ/mol) = 116.05
- LUMO (eV) = 0.6
- HOMO energy (eV) = -8.334
- HOMO-LUMO gap (eV) = 8.91
- SMILES = CS(=O)(=O)N(CC(=O)NCc1ccc2c(c1)OCO2)Cc1ccccc1
- energy (Ha) = -1581.8029

Positions of all 46 atoms, in Å:
S  -4.39762  -1.10711  0.16266
O  6.32789  -1.10728  -0.60604
O  -5.52452  -0.44027  0.74901
O  -1.27511  -0.41755  -1.28299
O  -4.32881  -2.53941  0.24300
O  6.24918  0.53817  1.00511
N  0.34406  -1.44202  -0.10278
N  -3.04526  -0.53766  0.93038
C  -0.06331  2.79929  0.12274
C  5.02395  -0.77186  -0.36358
C  4.97602  0.22505  0.61290
C  -2.17505  1.74442  0.60219
C  -3.00921  0.81332  1.44269
C  1.37928  -1.27589  -1.10156
C  -1.92845  3.14602  -1.33829
C  7.10360  -0.28538  0.24052
C  2.66045  -0.75980  -0.50259
C  -4.31260  -0.63703  -1.58339
C  -0.91489  -0.99587  -0.27712
C  -1.85210  -1.32676  0.88649
C  -0.60158  3.37302  -1.01538
C  -2.71056  2.34061  -0.53131
C  2.62220  0.23170  0.46609
C  -0.84653  1.98736  0.92464
C  3.78016  0.74321  1.04575
C  3.88366  -1.28321  -0.93139
H  -2.18905  -2.36139  0.75936
H  -4.93906  0.23231  -1.72481
H  -1.31883  -1.24149  1.84035
H  3.74589  1.51280  1.79820
H  7.77394  0.34252  -0.36813
H  -4.68562  -1.47776  -2.15274
H  1.66408  0.62130  0.77065
H  -4.05197  1.13367  1.46881
H  -0.42651  1.54232  1.81750
H  0.96900  2.98522  0.38266
H  7.70804  -0.91486  0.91273
H  -3.27761  -0.42944  -1.82825
H  3.93628  -2.05363  -1.68245
H  -3.74862  2.17155  -0.77524
H  0.01172  3.99895  -1.64643
H  0.97979  -0.56340  -1.83161
H  1.56296  -2.22688  -1.61433
H  -2.62313  0.78514  2.47007
H  0.59006  -1.94779  0.73325
H  -2.35426  3.59862  -2.22159

Force components x, y, z for each atom (eV/Å):
S -0.17 -0.02 -0.10
O -0.41 -0.20 -0.20
O 0.06 0.28 -0.09
O -0.10 0.01 -0.13
O 0.25 -0.05 -0.23
O -0.40 0.18 0.18
N 0.34 -0.19 0.10
N -0.56 -0.41 -0.37
C 0.11 0.03 -0.04
C -0.14 0.45 0.40
C -0.15 -0.41 -0.44
C 0.07 0.15 0.13
C -0.15 0.34 0.03
C -0.11 0.04 -0.25
C -0.11 -0.01 -0.07
C 1.27 0.01 0.07
C -0.02 0.01 0.17
C 0.04 -0.16 0.68
C 0.04 -0.09 0.16
C -0.04 -0.24 -0.19
C 0.11 0.02 -0.02
C 0.04 0.03 0.10
C -0.05 -0.11 -0.12
C -0.16 0.00 0.05
C 0.41 0.00 0.00
C 0.27 0.08 0.05
H 0.34 0.02 0.11
H -0.12 0.16 0.02
H -0.06 -0.02 -0.05
H -0.01 0.12 0.11
H -0.23 -0.12 0.10
H -0.12 -0.16 -0.04
H -0.11 0.03 0.05
H 0.16 0.18 0.19
H 0.04 -0.05 0.11
H 0.08 0.01 0.02
H -0.21 0.11 -0.13
H 0.09 0.00 -0.03
H -0.01 -0.15 -0.11
H -0.14 -0.01 -0.06
H 0.04 0.06 -0.05
H 0.06 -0.18 0.05
H -0.01 0.13 -0.03
H -0.08 -0.01 -0.10
H -0.11 0.07 0.03
H -0.04 0.04 -0.07



Entry 2:
DFT (the ωB97M-V functional and the def2-TZVPD basis) results for a single C4H6FP molecule.

Output
- ΔE to the lowest compared entry with this formula, charge and spin (kJ/mol) = 69.80
- LUMO (eV) = 0.2
- HOMO energy (eV) = -9.142
- HOMO-LUMO gap (eV) = 9.36
- SMILES = [H]/P=C(\F)CC=C
- energy (Ha) = -597.1340

Positions of all 12 atoms, in Å:
P  -2.42381  0.97191  0.00891
F  -1.41118  -1.55137  0.36971
C  1.04576  -0.36610  0.06667
C  0.01472  -0.15268  -0.95823
C  1.75482  0.59514  0.63239
C  -1.29624  -0.30834  -0.24468
H  -0.05104  -0.80262  -1.79962
H  2.43374  0.48203  1.48379
H  1.43117  1.59577  0.42378
H  -2.92065  0.08687  0.92841
H  1.31193  -1.46319  0.23274
H  0.11078  0.91258  -1.14388

Force components x, y, z for each atom (eV/Å):
P 1.57 -1.47 -0.51
F 0.08 1.40 -0.82
C 2.38 -3.20 0.09
C -1.44 1.02 1.27
C -0.66 0.05 0.88
C -0.76 0.85 0.72
H 0.81 -0.40 -0.87
H -0.08 -0.27 -0.64
H 0.20 0.67 -0.16
H -1.31 -0.26 0.87
H -0.41 1.55 0.21
H -0.38 0.05 -1.05



Max |F| values (in hartree/bohr) by entry order: 0.0246, 0.0776.